This record from OMol25 describes a structure of composition C51H38IrN9O2S at a distorted geometry. The level of theory is ωB97M-V/def2-TZVPD.

Last column: Mulliken spin population.
Element x y z (Å)
Ir1 -0.31 0.14 -0.60  0.301
C1 1.18 6.91 -4.05  0.002
C2 0.27 6.00 -4.57  0.000
C3 0.03 4.80 -3.91  0.005
C4 0.70 4.50 -2.73  -0.001
C5 1.61 5.43 -2.21  0.004
C6 1.84 6.63 -2.86  0.000
C7 0.43 3.21 -2.04  -0.005
C8 1.48 2.33 -1.83  0.013
C9 2.84 2.57 -2.20  -0.016
C10 3.56 1.51 -1.79  0.006
C11 2.63 0.56 -1.24  -0.015
C12 2.99 -0.75 -0.92  0.007
C13 4.44 -1.04 -0.77  0.001
C14 5.13 -0.39 0.25  0.008
C15 6.48 -0.66 0.46  -0.002
C16 7.14 -1.56 -0.35  0.005
C17 6.46 -2.19 -1.39  -0.001
C18 5.12 -1.93 -1.60  0.008
C19 2.06 -1.76 -0.80  -0.010
N1 0.69 -1.60 -0.83  0.126
C20 0.15 -2.87 -0.78  -0.038
C21 -1.19 -3.21 -0.80  0.031
C22 -1.54 -4.65 -0.88  0.016
C23 -2.15 -5.29 0.20  0.008
C24 -2.48 -6.64 0.12  -0.002
C25 -2.21 -7.35 -1.04  0.003
C26 -1.61 -6.72 -2.12  -0.001
C27 -1.27 -5.38 -2.04  0.007
C28 -2.22 -2.28 -0.76  -0.034
C29 -3.61 -2.62 -0.76  0.021
C30 -4.31 -1.47 -0.70  -0.016
C31 -3.35 -0.40 -0.71  0.010
N2 -2.08 -0.92 -0.73  0.052
C32 -3.69 0.94 -0.86  -0.007
C33 -2.76 1.93 -1.13  -0.020
C34 -3.07 3.31 -1.32  0.006
C35 -1.92 3.94 -1.67  -0.010
C36 -0.89 2.95 -1.67  0.017
N3 -1.41 1.73 -1.31  0.060
C37 -5.12 1.31 -0.75  0.007
C38 -5.79 1.09 0.45  0.006
C39 -7.13 1.44 0.58  -0.002
C40 -7.81 1.99 -0.50  0.003
C41 -7.15 2.19 -1.71  -0.001
C42 -5.81 1.86 -1.83  0.008
C43 1.21 -3.83 -0.67  0.002
C44 2.38 -3.16 -0.65  -0.004
N4 1.37 1.08 -1.25  0.102
H1 1.36 7.85 -4.56  0.000
H2 -0.25 6.21 -5.49  0.000
H3 -0.67 4.09 -4.32  0.001
H4 2.11 5.22 -1.27  0.000
H5 2.54 7.34 -2.45  0.000
H6 3.20 3.44 -2.71  -0.001
H7 4.62 1.33 -1.90  0.000
H8 4.62 0.34 0.87  0.000
H9 7.01 -0.15 1.26  0.000
H10 8.19 -1.77 -0.19  0.000
H11 6.99 -2.87 -2.04  0.000
H12 4.59 -2.40 -2.42  0.000
H13 -2.34 -4.73 1.11  0.001
H14 -2.94 -7.13 0.97  0.000
H15 -2.48 -8.40 -1.10  0.000
H16 -1.41 -7.27 -3.03  0.000
H17 -0.80 -4.88 -2.88  0.001
H18 -4.00 -3.63 -0.80  0.001
H19 -5.37 -1.33 -0.71  0.000
H20 -4.05 3.75 -1.18  -0.001
H21 -1.78 4.98 -1.88  -0.001
H22 -5.25 0.69 1.29  0.000
H23 -7.64 1.28 1.52  0.000
H24 -8.85 2.26 -0.40  0.000
H25 -7.68 2.62 -2.55  0.000
H26 -5.30 2.01 -2.77  -0.001
H27 1.07 -4.90 -0.60  0.002
H28 3.37 -3.56 -0.56  0.001
C45 3.27 -0.73 4.86  0.001
C46 1.85 -0.97 4.52  -0.003
N5 0.89 -1.23 5.36  0.009
N6 -0.21 -1.38 4.56  0.013
C47 0.04 -1.24 3.26  -0.050
S1 -1.10 -1.32 2.01  0.334
N7 1.37 -0.99 3.23  0.006
N8 2.08 -0.81 2.05  0.010
H29 3.38 -0.78 5.94  0.000
H30 3.58 0.26 4.51  0.000
H31 3.92 -1.47 4.40  0.000
H32 -1.11 -1.53 4.98  0.000
H33 2.92 -1.38 2.07  0.001
H34 2.29 0.17 1.88  0.000
O1 -2.44 1.41 1.55  0.007
C48 -1.34 1.90 1.60  -0.001
C49 -0.99 3.14 2.39  0.000
C50 0.46 3.41 2.02  -0.001
C51 0.92 2.13 1.37  0.012
O2 2.08 1.80 1.30  0.003
N9 -0.19 1.37 0.98  -0.001
H35 -1.10 2.90 3.44  0.000
H36 -1.69 3.93 2.15  0.000
H37 1.10 3.68 2.85  0.000
H38 0.55 4.19 1.26  -0.001

- net charge = +1
- HOMO energy (spin up / spin down) (eV) = -9.7 / -9.8
- energy relative to the best compared isomer or geometry (same formula, charge and spin) (kJ/mol) = 0.0
- HOMO-LUMO gap (spin up / spin down) (eV) = 5.94 / 4.81
- lowest unoccupied orbital energy (spin up / spin down) (Ha) = -0.13783 / -0.18456
- multiplicity = 2
- ⟨S²⟩ = 0.778

This record from OMol25 describes a cluster of 2 separate species, C2H2FN4O6 in total at a distorted geometry. The level of theory is ωB97M-V/def2-TZVPD.

Last column: Löwdin charge in e.
Element x y z (Å)
C1 0.49 0.99 -0.07  -0.046
C2 -0.31 -0.97 -0.44  -0.336
N1 -0.11 1.48 1.00  0.065
N2 -1.69 -0.84 -0.46  -0.348
N3 0.41 -1.24 -1.61  -0.371
N4 0.73 1.49 2.10  -0.491
O1 0.20 1.63 3.17  0.030
O2 -2.31 -0.33 -1.40  0.043
O3 -2.25 -1.26 0.56  0.055
O4 -0.04 -0.62 -2.57  0.044
O5 1.35 -2.03 -1.54  0.053
O6 1.94 1.56 1.94  -0.005
F1 0.09 -1.74 0.59  0.087
H1 1.47 0.57 -0.19  0.093
H2 0.02 1.32 -1.08  0.127

- net charge = -1
- HOMO energy (eV) = -5.5
- HOMO-LUMO gap (eV) = 8.34
- lowest unoccupied orbital energy (Ha) = 0.10538

This record from OMol25 describes a cluster of 2 separate species, C7H7O3 in total at a distorted geometry. The level of theory is ωB97M-V/def2-TZVPD.

Last column: Löwdin charge in e.
Element x y z (Å)
C1 0.77 -2.45 -0.05  -0.087
C2 0.84 -1.43 -1.07  -0.040
C3 0.20 -1.83 1.03  -0.208
C4 0.29 -0.31 -0.45  -0.331
C5 -1.95 0.52 -1.98  -0.579
C6 -0.59 1.86 0.18  -0.180
C7 -0.02 1.02 -0.91  -0.215
O1 -2.71 0.62 -1.09  0.060
O2 -1.73 0.33 -3.11  0.074
O3 -0.09 -0.57 0.82  0.019
H1 1.17 -3.41 -0.09  0.060
H2 1.21 -1.44 -1.98  0.039
H3 -0.03 -2.17 2.00  0.083
H4 0.20 2.03 1.00  0.083
H5 -0.74 2.83 -0.18  0.032
H6 -1.58 1.39 0.46  0.080
H7 0.61 1.55 -1.69  0.111

- net charge = -1
- HOMO energy (eV) = -1.9
- energy relative to the best compared isomer or geometry (same formula, charge and spin) (kJ/mol) = 273.5
- HOMO-LUMO gap (eV) = 5.98
- lowest unoccupied orbital energy (Ha) = 0.14845

Please write out number 2 again, unchanged.
This record from OMol25 describes a cluster of 2 separate species, C2H2FN4O6 in total at a distorted geometry. The level of theory is ωB97M-V/def2-TZVPD.

Last column: Löwdin charge in e.
Element x y z (Å)
C1 0.49 0.99 -0.07  -0.046
C2 -0.31 -0.97 -0.44  -0.336
N1 -0.11 1.48 1.00  0.065
N2 -1.69 -0.84 -0.46  -0.348
N3 0.41 -1.24 -1.61  -0.371
N4 0.73 1.49 2.10  -0.491
O1 0.20 1.63 3.17  0.030
O2 -2.31 -0.33 -1.40  0.043
O3 -2.25 -1.26 0.56  0.055
O4 -0.04 -0.62 -2.57  0.044
O5 1.35 -2.03 -1.54  0.053
O6 1.94 1.56 1.94  -0.005
F1 0.09 -1.74 0.59  0.087
H1 1.47 0.57 -0.19  0.093
H2 0.02 1.32 -1.08  0.127

- net charge = -1
- HOMO energy (eV) = -5.5
- HOMO-LUMO gap (eV) = 8.34
- lowest unoccupied orbital energy (Ha) = 0.10538

- What is the net charge in the second record?
  -1

Please write out number 3 again, unchanged.
This record from OMol25 describes a cluster of 2 separate species, C7H7O3 in total at a distorted geometry. The level of theory is ωB97M-V/def2-TZVPD.

Last column: Löwdin charge in e.
Element x y z (Å)
C1 0.77 -2.45 -0.05  -0.087
C2 0.84 -1.43 -1.07  -0.040
C3 0.20 -1.83 1.03  -0.208
C4 0.29 -0.31 -0.45  -0.331
C5 -1.95 0.52 -1.98  -0.579
C6 -0.59 1.86 0.18  -0.180
C7 -0.02 1.02 -0.91  -0.215
O1 -2.71 0.62 -1.09  0.060
O2 -1.73 0.33 -3.11  0.074
O3 -0.09 -0.57 0.82  0.019
H1 1.17 -3.41 -0.09  0.060
H2 1.21 -1.44 -1.98  0.039
H3 -0.03 -2.17 2.00  0.083
H4 0.20 2.03 1.00  0.083
H5 -0.74 2.83 -0.18  0.032
H6 -1.58 1.39 0.46  0.080
H7 0.61 1.55 -1.69  0.111

- net charge = -1
- HOMO energy (eV) = -1.9
- energy relative to the best compared isomer or geometry (same formula, charge and spin) (kJ/mol) = 273.5
- HOMO-LUMO gap (eV) = 5.98
- lowest unoccupied orbital energy (Ha) = 0.14845